No. 1
Molecular formula: C10H20BNO
Method: DFT, ωB97M-V with the def2-TZVPD basis set

Results
- F_max (Eh/bohr) = 0.03915
- structure (SMILES) = C=CCB(CCC(N)=O)CC(C)C
- DFT total energy (a.u.) = -547.7940
- HOMO-LUMO gap (eV) = 8.480
- E_LUMO (hartree) = 0.011

```
33
Properties=species:S:1:pos:R:3:mulliken_charge:R:1
C 0.70979 -3.55038 0.34292 -0.845
C 0.20597 -2.33137 -0.01656 -0.119
C 0.37567 -1.13312 0.90824 -0.729
B 0.11170 0.24551 0.17580 0.115
C 1.04552 0.77788 -0.98625 -0.697
C 2.51143 0.28039 -0.95674 -0.530
C 3.47183 1.38717 -0.58564 0.317
N 4.24015 1.24503 0.56295 -0.538
O 3.59851 2.36574 -1.29704 -0.586
C -1.12097 1.14117 0.59172 -1.013
C -2.50003 0.44409 0.49830 0.974
C -2.61131 -0.55866 -0.66810 -1.321
C -3.56260 1.53203 0.27942 -1.774
H 1.46649 -4.07755 -0.22970 0.250
H 0.38242 -4.00442 1.27693 0.272
H -0.33230 -2.23664 -0.95765 0.370
H -0.31477 -1.23906 1.76198 0.390
H 1.37322 -1.21593 1.33217 0.392
H 1.06463 1.86695 -0.88967 0.491
H 0.60120 0.57823 -1.96314 0.295
H 2.79571 0.00839 -1.97369 0.237
H 2.67006 -0.61225 -0.35203 0.414
H 3.85416 0.59055 1.22872 0.266
H 4.41380 2.14527 0.98770 0.260
H -1.11735 2.08040 0.03694 0.311
H -0.96169 1.38758 1.65066 0.315
H -2.75123 -0.05662 1.43249 0.322
H -3.64623 -0.56185 -1.01348 0.484
H -2.00491 -0.28838 -1.53183 0.252
H -2.42115 -1.56940 -0.31030 0.203
H -3.61769 2.22977 1.11495 0.359
H -4.54490 1.06064 0.20191 0.476
H -3.38509 2.06883 -0.65202 0.386
```

No. 2
Molecular formula: C10H16
Method: DFT, ωB97M-V with the def2-TZVPD basis set

Results
- F_max (Eh/bohr) = 0.11671
- structure (SMILES) = CCc1ccccc1.CC
- DFT total energy (a.u.) = -390.5464
- HOMO-LUMO gap (eV) = 10.029
- E_LUMO (hartree) = 0.036

```
26
Properties=species:S:1:pos:R:3:mulliken_charge:R:1
C 1.42027 -0.84891 2.89295 -1.157
C 0.28777 -0.96612 1.92025 -0.695
C 0.77701 -1.02665 0.53641 0.565
C 1.10019 -2.14343 -0.12612 -0.149
C 1.45327 -2.24729 -1.49451 -0.493
C 1.32011 -1.19386 -2.30250 -0.506
C 1.02698 -0.00078 -1.60378 -0.622
C 0.75206 0.10654 -0.26353 -0.112
H 1.18264 -1.01920 4.03847 0.289
H 2.05575 0.00500 2.85518 0.352
H 2.11486 -1.66462 2.71092 0.339
H -0.27782 -1.91176 2.18805 0.298
H -0.50658 -0.26773 2.17240 0.341
H 1.60945 -3.07899 0.31789 0.152
H 1.96163 -3.13621 -1.83054 0.364
H 1.59573 -1.20727 -3.40527 0.315
H 1.41177 0.84766 -2.20758 0.292
H 0.59835 1.15848 0.04055 0.416
C -2.68175 2.56305 -0.14242 -0.960
C -2.40040 2.03626 -1.52700 -0.549
H -3.09087 3.50223 -0.23585 0.357
H -3.21351 2.08058 0.66063 0.349
H -1.71194 2.73434 0.46127 0.199
H -1.83007 1.08549 -1.52640 0.111
H -1.63640 2.80435 -2.04589 0.186
H -3.31849 1.78886 -2.08359 0.318
```

No. 3
Molecular formula: C44H72BBrCl2N4OP2SbZr
Method: DFT, ωB97M-V with the def2-TZVPD basis set

Results
- F_max (Eh/bohr) = 0.05485
- DFT total energy (a.u.) = -6503.1415
- total charge = +1
- HOMO-LUMO gap (eV) = 6.990
- E_LUMO (hartree) = -0.096

```
129
Properties=species:S:1:pos:R:3:mulliken_charge:R:1
Zr 0.02667 0.51359 0.05199 -1.316
C -0.12982 -2.11142 5.03400 -1.871
C -1.38668 -1.87284 4.19454 2.420
C -2.61451 -1.93625 5.10406 -1.777
C -1.53083 -3.02484 3.18916 -2.245
P -1.13117 -0.25777 3.17023 0.898
C -2.78885 -0.18978 2.25721 -1.085
N -2.67922 -1.01556 1.08379 0.971
B -1.54556 -1.01938 0.20477 2.175
N -1.67125 -2.23362 -0.53940 0.717
C -0.73759 -2.95629 -1.36164 -2.388
P 1.03453 -2.32005 -1.52381 1.232
C 1.94506 -2.79027 0.13469 1.923
C 1.50868 -1.74294 1.16731 -0.181
C 3.45182 -2.55855 -0.04053 -1.980
C 1.66496 -4.18254 0.69464 -2.149
C 1.55196 -3.70036 -2.79122 2.497
C 3.07744 -3.77711 -2.92013 -1.940
C 1.03282 -5.10946 -2.49676 -1.968
C 0.99345 -3.29335 -4.16107 -2.015
C -2.88374 -2.83341 -0.22975 1.059
C -3.50068 -3.94585 -0.77205 -0.951
C -4.73668 -4.31776 -0.26528 -0.811
C -5.33748 -3.59259 0.75413 -0.919
C -4.73740 -2.46304 1.28841 -0.756
C -3.50458 -2.07827 0.78781 -0.494
C -1.29697 1.24906 4.34103 2.415
C -1.66737 2.44328 3.45041 -1.882
C 0.09839 1.47703 4.92752 -1.526
C -2.30887 1.17198 5.47725 -1.944
H -0.16040 -3.11340 5.45979 0.490
H 0.77673 -2.01699 4.43764 0.192
H -0.07386 -1.41169 5.86302 0.385
H -2.85482 -2.98022 5.29445 0.494
H -2.43970 -1.46251 6.06264 0.437
H -3.48966 -1.48448 4.64814 0.201
H -1.47531 -3.96969 3.72870 0.849
H -2.49531 -2.99327 2.68935 0.267
H -0.74819 -3.03165 2.43492 0.188
H -3.61563 -0.51862 2.88904 0.405
H -2.94405 0.85342 1.96649 -0.650
H -0.72486 -3.99621 -1.01220 0.776
H -1.08831 -2.96709 -2.40481 0.704
H 1.73045 -0.73974 0.77348 -0.774
H 0.44690 -1.83248 1.39981 -0.584
H 2.07913 -1.87313 2.09006 0.849
H 3.64023 -1.65762 -0.62910 0.231
H 3.92083 -2.43074 0.93481 0.538
H 3.95181 -3.38871 -0.51988 0.395
H 0.60500 -4.42850 0.65100 0.376
H 2.22816 -4.94367 0.16271 0.506
H 1.97189 -4.23529 1.73801 0.414
H 3.50918 -4.40744 -2.14868 0.383
H 3.33151 -4.23722 -3.87250 0.595
H 3.55180 -2.79850 -2.89741 0.212
H 1.25925 -5.44406 -1.49274 0.267
H -0.03513 -5.19258 -2.66917 0.342
H 1.52370 -5.79664 -3.18190 0.546
H 1.34118 -2.31202 -4.46008 0.302
H 1.33871 -4.01223 -4.90351 0.626
H -0.09409 -3.30158 -4.18820 0.347
H -3.04953 -4.49690 -1.58483 0.534
H -5.24052 -5.17604 -0.68430 0.439
H -6.30187 -3.90343 1.12280 0.438
H -5.23378 -1.89038 2.05666 0.491
H -1.27550 2.31907 2.43767 -0.003
H -2.74598 2.56649 3.38505 0.319
H -1.26186 3.36614 3.86209 0.656
H 0.82622 1.66125 4.14064 0.096
H 0.08915 2.33649 5.59461 0.529
H 0.42439 0.61336 5.49790 0.251
H -3.28875 0.87039 5.12059 0.301
H -1.98306 0.49311 6.25679 0.350
H -2.40399 2.15992 5.92454 0.527
O -5.16319 4.13898 -3.03823 -0.544
C -4.50344 3.26621 -2.27450 0.532
C -4.82362 3.00244 -0.94283 -0.860
C -4.06281 2.08825 -0.23952 -0.830
N -3.04309 1.41701 -0.76448 0.364
C -2.78795 1.66196 -2.02912 0.029
Br -1.36547 0.60152 -2.77235 -0.013
C -3.44055 2.55477 -2.84410 -0.164
H -5.87509 4.58018 -2.55743 0.317
H -5.65055 3.51191 -0.47279 0.363
H -4.28176 1.87785 0.79833 0.390
H -3.17669 2.71858 -3.87556 0.598
C 4.86708 1.23026 -0.61816 -1.378
C 4.07838 2.24429 -1.43526 0.470
C 3.95730 3.56185 -0.68934 -1.417
Sb 2.09789 1.37744 -1.98807 -0.877
C 2.77209 0.10157 -3.68840 2.172
C 4.15836 0.41124 -4.21283 -1.807
C 1.75830 0.13511 -4.81843 -2.003
C 1.27298 3.01762 -3.25876 0.450
C 0.43012 3.95104 -2.41152 -0.221
C 2.32040 3.78397 -4.04870 -1.556
H 5.84465 1.63517 -0.35787 0.469
H 5.02826 0.30945 -1.17779 0.236
H 4.35629 0.98343 0.31456 0.135
H 4.58728 2.41337 -2.38386 0.699
H 3.49560 3.42697 0.28499 0.222
H 3.36873 4.28648 -1.24709 0.205
H 4.94869 3.98486 -0.53096 0.594
H 2.78309 -0.90895 -3.26860 -1.042
H 4.21010 1.40613 -4.64604 0.293
H 4.40072 -0.30765 -4.99395 0.502
H 4.91531 0.32260 -3.43950 0.377
H 1.72965 1.11222 -5.29063 0.391
H 0.75529 -0.11606 -4.47159 0.393
H 2.05116 -0.58078 -5.58534 0.564
H 0.61872 2.48605 -3.95672 0.654
H 1.03733 4.51262 -1.70176 0.222
H -0.31676 3.38962 -1.84977 -0.663
H -0.09013 4.66987 -3.04282 0.467
H 3.03352 4.28577 -3.39820 0.210
H 1.82130 4.54382 -4.65038 0.502
H 2.86189 3.12786 -4.72586 0.318
Cl 1.80613 1.71672 1.58139 -0.260
C 1.07799 3.31322 1.48924 2.111
C 1.64394 4.38181 2.14286 -1.120
C 1.04746 5.62623 2.02270 -1.037
C -0.11649 5.75870 1.27013 -0.338
C -0.68006 4.67318 0.65383 0.451
Cl -2.15184 4.85085 -0.24300 -0.131
C -0.11519 3.36017 0.70463 -2.181
N -0.63196 2.32182 0.09544 0.849
H 2.53888 4.24953 2.73208 0.584
H 1.47673 6.48548 2.50668 0.438
H -0.59354 6.71887 1.15989 0.522
```

No. 4
Molecular formula: C4H11NO
Method: DFT, ωB97M-V with the def2-TZVPD basis set

Results
- F_max (Eh/bohr) = 0.07101
- structure (SMILES) = C/C=C/CN.O
- DFT total energy (a.u.) = -288.9405
- HOMO-LUMO gap (eV) = 10.161
- E_LUMO (hartree) = 0.038

```
17
Properties=species:S:1:pos:R:3:mulliken_charge:R:1
C 0.11639 0.22254 2.52790 -1.132
C -0.05839 0.22180 1.07164 0.111
C 0.71062 0.94760 0.24864 -0.420
C 0.15052 1.36196 -1.08644 -0.423
N -0.04173 0.14381 -1.87161 -0.513
H -0.63981 0.94025 2.99284 0.245
H -0.30979 -0.71733 3.01802 0.307
H 1.12139 0.37640 2.87654 0.349
H -0.99307 -0.15696 0.59712 0.256
H 1.67713 1.32889 0.56887 0.268
H -0.80917 1.91175 -1.09370 0.251
H 0.89947 2.05329 -1.48367 0.299
H 0.38258 -0.60464 -1.34882 0.234
H -0.02633 0.23034 -2.88501 0.156
O -1.05424 -2.82405 -1.14983 -0.638
H -0.34200 -3.42620 -1.39081 0.316
H -0.78357 -2.00946 -1.59168 0.334
```

No. 5
Molecular formula: C5H9Br
Method: DFT, ωB97M-V with the def2-TZVPD basis set

Results
- F_max (Eh/bohr) = 0.10658
- DFT total energy (a.u.) = -2769.7536
- HOMO-LUMO gap (alpha / beta) (eV) = 8.452 / 8.453
- E_LUMO (alpha / beta) (hartree) = 0.012 / 0.012

```
15
Properties=species:S:1:pos:R:3:mulliken_charge:R:1
C -1.94791 -1.12798 -0.85435 -0.525
C -1.23752 -1.35221 0.21828 -0.159
C 0.67001 1.08593 0.47791 -1.106
C 1.57070 -0.98675 -0.56265 -1.155
C 0.87781 -0.30534 0.58754 0.355
Br 1.53818 -1.05425 2.26196 -0.117
H -2.96224 -1.62961 -1.16226 0.199
H -1.70250 -0.47630 -1.71491 0.231
H -1.24467 -1.74419 1.21781 0.339
H 0.28504 1.39760 -0.48725 0.306
H -0.11207 1.53144 1.25816 0.282
H 1.59801 1.77598 0.45127 0.332
H 1.11449 -0.94093 -1.48526 0.359
H 2.68962 -0.73514 -0.63360 0.324
H 1.48865 -2.11124 -0.33244 0.335
```

> Which of these has the highest F_max?

C10H16